Here is the ion C4H10N2 with charge -1 at a distorted geometry from the OMol25 dataset. Energies are from ωB97M-V with the def2-TZVPD basis set.

CARTESIAN COORDINATES (ANGSTROEM)
C 1.301 0.729 -0.012
C 0.216 0.116 1.085
C -1.150 0.064 0.356
C -2.207 -1.439 -1.118
N -1.212 -0.694 -0.857
N 2.657 1.100 0.490
H 1.306 0.035 -0.946
H 1.069 1.715 -0.415
H 0.364 0.434 2.088
H 0.571 -0.959 1.206
H -2.109 -0.120 0.883
H -1.259 1.155 0.043
H -2.893 -1.321 -1.942
H -2.412 -2.359 -0.447
H 3.134 0.202 0.563
H 3.158 1.560 -0.329

Atoms 1-6, force components in eV/Å:
-0.8 -0.3 -0.3
2.3 -2.3 -3.0
-0.4 1.8 -0.5
-2.3 -3.4 1.1
3.1 2.6 -0.1
0.9 -0.9 -1.1

## Properties
* spin multiplicity: 2
* ΔE to the lowest compared entry with this formula, charge and spin: 46.6 kcal/mol
* maximum force: 4.405 eV/A
* HOMO (alpha / beta): 0.00334 / -0.06721 Eh
* <S²>: 0.753
* E: -7286.4400 eV
* frontier orbital gap (alpha / beta): 3.90 / 5.76 eV
* total charge: -1